Computed, not measured: an isolated molecule of C5H14N2O, with ωB97M-V with the def2-TZVPD basis set.

Last column: natural (NBO) charge in e.
Geometry (Å):
C 1.03 -1.40 0.49  -0.2184
N -0.12 -0.51 0.54  -0.6490
C -0.69 -0.23 -0.74  -0.2228
C -1.82 0.81 -0.68  0.0856
C -2.28 1.26 -2.04  -0.6417
O -1.39 1.90 0.14  -0.7231
C 1.92 -1.24 1.72  -0.2240
N 2.74 -0.03 1.66  -0.8984
H 0.65 -2.42 0.39  0.1849
H 1.62 -1.07 -0.39  0.1621
H -0.08 0.24 1.20  0.3784
H 0.08 0.13 -1.47  0.1402
H -1.04 -1.14 -1.23  0.1919
H -2.64 0.34 -0.14  0.1766
H -2.45 2.33 -2.14  0.2310
H -3.25 0.81 -2.30  0.2137
H -1.61 0.90 -2.83  0.2045
H -0.45 2.08 0.00  0.4636
H 2.46 -2.15 1.92  0.1813
H 1.24 -1.07 2.56  0.1882
H 2.56 0.66 2.33  0.3915
H 3.52 -0.18 1.03  0.3839

Total energy ... -10438.7526 eV
Kohn-Sham gap ... 9.429 eV
Structure (SMILES) ... C[C@H](O)CNCCN
LUMO level ... 1.0 eV
Energy relative to the best compared isomer or geometry (same formula, charge and spin) ... 52.5 kcal per mole